1.
# C5H8N2

The molecule C5H8N2 (wB97M-V/def2-TZVPD, OMol25).

Last column: natural (NBO) charge in e.
Geometry (Å):
C: -0.559 0.043 -1.726  -0.651
C: -0.326 -0.630 -0.381  -0.147
C: 1.122 -0.633 0.038  -0.233
N: 0.784 -0.651 1.451  -0.597
C: -0.498 0.010 1.264  -0.167
C: -0.581 1.440 1.153  0.239
N: -0.684 2.569 0.870  -0.338
H: -0.725 1.105 -1.548  0.238
H: 0.354 -0.010 -2.342  0.223
H: -1.376 -0.338 -2.342  0.225
H: -1.026 -1.293 0.078  0.241
H: 1.522 0.351 -0.282  0.171
H: 1.796 -1.418 -0.311  0.198
H: 1.434 -0.181 2.064  0.368
H: -1.235 -0.364 2.013  0.230

Calculated values
orbital gap = 0.396 hartree
energy relative to the best compared isomer or geometry (same formula, charge and spin) = 271.4 kJ/mol
structure (SMILES) = C[C@H]1CN[C@H]1C#N
charge = 0
F_max = 2.73 eV Å⁻¹

---

2.
# C5H8N2

The molecule C5H8N2 (wB97M-V/def2-TZVPD, OMol25).

Last column: natural (NBO) charge in e.
Geometry (Å):
C: -1.819 -0.773 0.301  -0.614
C: -0.727 0.075 -0.293  -0.077
C: -0.404 1.458 0.146  -0.256
N: 0.423 0.334 0.555  -0.392
C: 1.714 0.202 -0.091  -0.322
C: 2.071 -1.226 -0.158  0.278
N: 2.308 -2.356 -0.215  -0.314
H: -2.071 -0.423 1.305  0.217
H: -1.479 -1.812 0.377  0.224
H: -2.719 -0.750 -0.321  0.214
H: -0.502 -0.131 -1.342  0.191
H: -0.012 2.143 -0.607  0.192
H: -0.965 1.935 0.947  0.209
H: 1.735 0.608 -1.118  0.207
H: 2.474 0.733 0.491  0.242

Calculated values
orbital gap = 0.398 hartree
energy relative to the best compared isomer or geometry (same formula, charge and spin) = 158.8 kJ/mol
structure (SMILES) = C[C@H]1CN1CC#N
charge = 0
F_max = 1.08 eV Å⁻¹

---

3.
# C5H8N2

A cluster of 2 separate species, C5H8N2 in total (wB97M-V/def2-TZVPD, OMol25).

Last column: natural (NBO) charge in e.
Geometry (Å):
N: 1.880 0.319 -0.490  -0.839
C: 1.395 -0.291 0.701  0.007
C: 0.397 0.300 1.539  0.035
N: 1.525 0.368 2.088  -0.320
H: 2.886 0.211 -0.572  0.368
H: 1.654 1.307 -0.539  0.365
H: 1.533 -1.371 0.692  0.175
H: -0.638 0.582 1.711  0.209
C: -1.042 -0.923 -0.882  -0.155
C: -2.040 -0.595 -0.130  -0.214
C: -1.509 0.490 -1.020  -0.433
H: -0.311 -1.639 -1.221  0.233
H: -2.760 -0.852 0.632  0.226
H: -0.905 1.303 -0.598  0.161
H: -2.065 0.792 -1.911  0.183

Calculated values
orbital gap = 0.377 hartree
energy relative to the best compared isomer or geometry (same formula, charge and spin) = 492.1 kJ/mol
structure (SMILES) = N[C@@H]1C=N1.C1=CC1
charge = 0
F_max = 0.41 eV Å⁻¹

---

4.
# C5H8N2

The molecule C5H8N2 (wB97M-V/def2-TZVPD, OMol25).

Last column: natural (NBO) charge in e.
Geometry (Å):
C: 2.262 1.266 1.374  -0.460
N: 1.456 0.296 0.587  -0.098
C: 0.140 0.868 0.193  -0.216
C: -0.601 0.185 -0.630  0.108
C: -2.328 -1.536 -0.883  -0.627
C: -1.227 -0.656 -1.402  -0.215
N: 1.862 -0.790 0.237  -0.250
H: 2.463 2.145 0.753  0.207
H: 3.186 0.751 1.629  0.233
H: 1.712 1.569 2.270  0.204
H: -0.104 1.848 0.593  0.218
H: -3.250 -1.319 -1.433  0.219
H: -2.500 -1.329 0.176  0.221
H: -2.102 -2.600 -1.004  0.225
H: -0.970 -0.696 -2.461  0.229

Calculated values
orbital gap = 0.318 hartree
energy relative to the best compared isomer or geometry (same formula, charge and spin) = 420.1 kJ/mol
charge = 0
F_max = 0.62 eV Å⁻¹

---

5.
# C5H8N2

A structure of composition C5H8N2 (wB97M-V/def2-TZVPD, OMol25).

Last column: natural (NBO) charge in e.
Geometry (Å):
C: 0.838 -0.512 -1.287  -0.390
C: 0.728 0.447 0.912  -0.441
C: -0.004 1.474 0.071  -0.252
N: -0.731 0.289 -0.475  -0.469
C: -0.585 -0.306 0.882  -0.205
C: -0.632 -1.771 0.960  0.281
N: -0.660 -2.926 1.008  -0.314
H: 0.531 -0.126 -2.260  0.175
H: 1.883 -0.316 -1.090  0.220
H: 0.583 -1.562 -1.167  0.206
H: 1.235 0.688 1.846  0.199
H: 0.524 2.072 -0.678  0.200
H: -0.744 2.103 0.598  0.179
H: -1.668 0.398 -0.879  0.391
H: -1.397 0.116 1.502  0.220

Calculated values
orbital gap (alpha / beta) = 0.291 / 0.291 hartree
energy relative to the best compared isomer or geometry (same formula, charge and spin) = 600.7 kJ/mol
charge = 0
F_max = 1.12 eV Å⁻¹

---

6.
# C5H8N2

The molecule C5H8N2 (wB97M-V/def2-TZVPD, OMol25).

Last column: natural (NBO) charge in e.
Geometry (Å):
C: 2.156 0.142 -0.192  -0.617
C: 0.683 -0.158 -0.298  -0.081
C: -0.210 -0.626 0.791  0.033
N: -0.201 0.764 0.417  -0.393
C: -1.513 1.007 -0.219  -0.371
C: -2.271 -0.304 -0.358  0.096
N: -1.483 -1.146 0.278  -0.576
H: 2.384 0.613 0.767  0.223
H: 2.426 0.850 -0.985  0.217
H: 2.773 -0.754 -0.313  0.213
H: 0.351 -0.509 -1.278  0.194
H: -1.704 -2.131 0.358  0.406
H: 0.090 -0.941 1.790  0.205
H: -2.104 1.676 0.419  0.226
H: -1.377 1.517 -1.178  0.224

Calculated values
orbital gap = 0.347 hartree
energy relative to the best compared isomer or geometry (same formula, charge and spin) = 288.2 kJ/mol
charge = 0
F_max = 0.61 eV Å⁻¹

---

7.
# C5H8N2

The molecule C5H8N2 (wB97M-V/def2-TZVPD, OMol25).

Last column: natural (NBO) charge in e.
Geometry (Å):
C: -0.546 1.693 -0.112  -0.398
N: 0.163 0.460 -0.400  -0.378
C: -0.201 -0.263 -1.530  -0.088
C: -0.151 -1.591 -1.239  -0.273
C: 0.278 -1.717 0.121  -0.350
C: 0.462 -0.450 0.603  0.315
N: 0.955 -0.032 1.849  -0.828
H: -0.066 2.255 0.691  0.195
H: -0.564 2.322 -1.005  0.211
H: -1.578 1.470 0.189  0.194
H: -0.432 0.258 -2.450  0.206
H: -0.356 -2.401 -1.926  0.220
H: 0.458 -2.631 0.669  0.220
H: 1.180 0.951 1.899  0.373
H: 0.397 -0.323 2.642  0.380

Calculated values
orbital gap = 0.311 hartree
energy relative to the best compared isomer or geometry (same formula, charge and spin) = 58.3 kJ/mol
structure (SMILES) = Cn1cccc1N
charge = 0
F_max = 0.23 eV Å⁻¹

---

8.
# C5H8N2

The molecule C5H8N2 (wB97M-V/def2-TZVPD, OMol25).

Last column: natural (NBO) charge in e.
Geometry (Å):
C: -2.000 0.127 0.065  -0.624
C: -0.720 -0.432 -0.515  0.002
C: 0.443 0.468 -0.870  -0.190
C: 0.556 1.871 -0.514  0.271
N: 0.768 2.917 -0.066  -0.325
N: 0.439 -0.332 0.301  -0.405
C: 1.590 -0.991 0.849  -0.398
H: -1.764 0.973 0.718  0.231
H: -2.678 0.467 -0.724  0.216
H: -2.518 -0.633 0.659  0.218
H: -0.853 -1.258 -1.225  0.189
H: 1.012 0.171 -1.758  0.215
H: 2.202 -1.554 0.132  0.174
H: 1.327 -1.626 1.698  0.212
H: 2.197 -0.169 1.249  0.214

Calculated values
orbital gap = 0.375 hartree
energy relative to the best compared isomer or geometry (same formula, charge and spin) = 211.7 kJ/mol
structure (SMILES) = C[C@H]1[C@@H](C#N)N1C
charge = 0
F_max = 1.07 eV Å⁻¹

---

9.
# C5H8N2

The molecule C5H8N2 (wB97M-V/def2-TZVPD, OMol25).

Last column: natural (NBO) charge in e.
Geometry (Å):
C: -0.965 -1.166 1.704  -0.608
C: 0.197 -0.315 1.206  -0.201
C: 0.907 -1.132 0.312  -0.010
N: 1.044 -0.607 -0.884  -0.282
N: 0.554 0.639 -0.745  -0.173
C: 0.315 1.402 -1.945  -0.399
C: 0.077 0.882 0.497  -0.011
H: -1.345 -1.721 0.822  0.203
H: -1.785 -0.547 2.045  0.214
H: -0.686 -1.926 2.435  0.215
H: 1.178 -2.155 0.545  0.200
H: -0.511 0.951 -2.509  0.208
H: 1.213 1.377 -2.558  0.221
H: 0.051 2.426 -1.677  0.208
H: -0.244 1.892 0.750  0.215

Calculated values
orbital gap = 0.340 hartree
energy relative to the best compared isomer or geometry (same formula, charge and spin) = 203.9 kJ/mol
structure (SMILES) = Cc1cnn(C)c1
charge = 0
F_max = 0.97 eV Å⁻¹

---

10.
# C5H8N2

The molecule C5H8N2 (wB97M-V/def2-TZVPD, OMol25).

Last column: natural (NBO) charge in e.
Geometry (Å):
C: -1.497 -1.229 0.469  -0.808
N: -0.317 -0.610 -0.175  -0.298
C: 0.914 -1.145 0.372  -0.313
C: 1.872 -0.007 0.295  -0.100
C: 1.258 1.054 -0.257  -0.300
C: -0.130 0.656 -0.485  0.468
N: -1.143 1.451 -0.869  -0.774
H: -1.956 -0.442 1.083  0.143
H: -2.179 -1.653 -0.263  0.167
H: 0.443 -1.513 1.308  0.306
H: 1.275 -2.041 -0.149  0.235
H: 2.915 -0.059 0.578  0.225
H: 1.663 2.047 -0.436  0.230
H: -2.060 1.041 -0.714  0.420
H: -1.059 2.449 -0.756  0.399

Calculated values
orbital gap = 0.239 hartree
energy relative to the best compared isomer or geometry (same formula, charge and spin) = 332.3 kJ/mol
charge = 0
F_max = 1.25 eV Å⁻¹